{
  "formula": "C14H19NOS",
  "method": "the ωB97M-V functional and the def2-TZVPD basis",
  "symbols": ["S", "O", "N", "C", "C", "C", "C", "C", "C", "C", "C", "C", "C", "C", "C", "C", "C", "H", "H", "H", "H", "H", "H", "H", "H", "H", "H", "H", "H", "H", "H", "H", "H", "H", "H", "H"],
  "xyz": [[1.887, -0.674, 2.160], [-1.209, -0.210, 3.960], [-0.972, 0.912, 2.032], [0.150, -1.228, 2.274], [2.483, -1.827, 0.850], [-1.835, 1.999, 2.463], [0.112, -2.061, -2.083], [1.444, -0.096, -2.334], [-0.300, -0.583, -4.072], [-0.732, -0.132, 2.844], [2.122, -0.404, -1.172], [1.803, -1.547, -0.446], [0.790, -2.373, -0.917], [-0.970, 2.506, 0.308], [0.424, -0.917, -2.804], [-0.518, 1.091, 0.667], [-2.222, 2.694, 1.163], [-1.161, 2.616, -0.757], [0.536, -3.274, -0.376], [2.905, 0.248, -0.812], [-2.477, 3.741, 1.313], [-0.171, -1.501, 1.269], [-1.275, -1.064, -4.103], [0.565, 0.973, 0.592], [3.554, -1.633, 0.799], [-2.681, 1.596, 3.022], [2.308, -2.843, 1.201], [-0.991, 0.352, 0.006], [-0.207, 3.226, 0.604], [-0.431, 0.493, -4.171], [0.111, -2.089, 2.942], [-3.071, 2.188, 0.703], [-1.277, 2.671, 3.125], [-0.674, -2.716, -2.432], [1.704, 0.796, -2.886], [0.276, -0.929, -4.931]],
  "forces_ev_per_angstrom": [[0.1053, -0.2384, 0.0249], [-0.0516, -0.0860, 0.3780], [-0.1281, 0.3256, -0.0057], [0.4366, -0.0678, 0.1029], [-0.2615, 0.3540, 0.5493], [-0.2752, 0.1017, 0.3210], [-0.0396, 0.0932, -0.0899], [0.0229, -0.0178, 0.0570], [0.0603, -0.0336, -0.0564], [0.1505, -0.2258, -0.2122], [0.0061, -0.1307, -0.0473], [-0.0636, -0.1033, -0.1417], [0.2008, 0.0293, 0.0356], [-0.1109, -0.1138, 0.0217], [-0.0877, -0.0570, 0.0537], [0.2614, -0.1486, -0.5572], [0.1585, -0.0046, 0.0572], [0.0660, 0.0261, -0.0437], [-0.0134, -0.0685, 0.0793], [0.0795, 0.1030, 0.0456], [-0.0742, 0.0219, 0.0054], [-0.0883, -0.0028, 0.0066], [-0.0695, 0.0083, -0.0473], [-0.1686, -0.0288, -0.0389], [0.0341, -0.0943, 0.0084], [0.0789, 0.0982, -0.0053], [0.1125, -0.0401, -0.0974], [0.0868, 0.0409, -0.0268], [0.0464, 0.0397, -0.0147], [-0.0538, 0.0538, -0.0548], [-0.1712, 0.0977, -0.1016], [-0.0479, -0.0040, -0.0026], [-0.1026, -0.0029, 0.0183], [-0.0900, -0.0481, -0.0487], [0.0250, 0.1106, -0.0682], [-0.0338, 0.0131, -0.1046]],
  "lowdin_charge": [0.89, 0.05, -0.06, -0.35, -0.41, -0.14, -0.04, -0.04, -0.05, -0.54, -0.06, -0.33, -0.06, -0.16, -0.29, -0.17, -0.16, 0.11, 0.12, 0.12, 0.11, 0.07, 0.08, 0.07, 0.08, 0.12, 0.08, 0.13, 0.11, 0.08, 0.09, 0.11, 0.13, 0.11, 0.11, 0.08],
  "e_lumo_ev": 0.703,
  "homo_lumo_gap_ev": 9.319,
  "max_force_ev_per_a": 0.70,
  "smiles": "Cc1ccc(CSCC(=O)N2CCCC2)cc1",
  "e_tot_ha": -1073.078935,
  "e_above_lowest_kcal_mol": 10.3
}



{
  "formula": "C31H27F15GeMnOS2SbSi",
  "method": "the ωB97M-V functional and the def2-TZVPD basis",
  "symbols": ["Sb", "Ge", "Mn", "S", "S", "Si", "F", "F", "F", "F", "F", "F", "F", "F", "F", "F", "F", "F", "F", "F", "F", "O", "C", "C", "C", "C", "C", "C", "C", "C", "C", "C", "C", "C", "C", "C", "C", "C", "C", "C", "C", "C", "C", "C", "C", "C", "C", "C", "C", "C", "C", "C", "C", "H", "H", "H", "H", "H", "H", "H", "H", "H", "H", "H", "H", "H", "H", "H", "H", "H", "H", "H", "H", "H", "H", "H", "H", "H", "H", "H"],
  "xyz": [[-1.598, -0.142, 2.361], [2.835, -0.634, -0.309], [-1.415, -0.475, -0.273], [-1.194, 0.993, -3.390], [0.721, -0.990, -0.229], [-4.373, 3.760, -0.175], [7.376, -1.174, 2.295], [2.196, 1.476, -2.508], [2.111, -0.732, -3.337], [2.800, -2.355, -5.328], [6.272, -2.351, 4.477], [5.792, -0.452, 0.216], [4.523, -4.401, -4.883], [2.044, -2.105, 2.517], [4.222, 1.509, 1.747], [4.797, 4.064, 1.444], [3.599, -2.804, 4.572], [5.572, -4.760, -2.404], [4.066, 5.390, -0.806], [4.928, -3.154, -0.425], [2.742, 4.074, -2.774], [-2.881, -1.540, -0.497], [-1.575, 0.800, -1.809], [4.181, 3.411, 0.454], [3.900, 2.063, 0.574], [5.238, -1.034, 1.293], [-3.622, 5.482, -0.366], [4.210, -3.567, -3.901], [4.138, -2.223, 3.498], [4.740, -3.740, -2.638], [3.346, -1.844, 2.425], [-1.065, -2.185, 2.772], [-2.597, 0.047, 4.268], [-3.505, -2.321, -1.470], [3.866, -1.237, 1.299], [6.057, -1.395, 2.337], [-4.229, -3.485, -0.782], [5.499, -1.995, 3.454], [0.197, 0.825, 3.064], [-2.369, 1.693, -1.092], [3.006, -1.672, -3.079], [-5.773, 3.524, -1.420], [3.545, -1.784, -1.798], [3.274, 1.326, -0.429], [-5.070, 3.591, 1.572], [3.332, -2.522, -4.118], [-2.447, -2.870, -2.439], [3.806, 4.095, -0.685], [3.134, 3.417, -1.685], [4.401, -2.869, -1.620], [-3.078, 2.525, -0.535], [-4.529, -1.470, -2.233], [2.873, 2.068, -1.537], [-6.313, 2.595, -1.228], [-0.481, -2.579, 1.945], [-4.015, -0.735, -2.856], [-1.919, -0.309, 5.043], [-2.899, -3.413, -3.274], [-0.041, 1.857, 3.328], [-2.861, 1.085, 4.467], [-0.480, -2.231, 3.691], [0.947, 0.817, 2.278], [-2.878, 5.669, 0.411], [-3.125, 5.574, -1.333], [-1.780, -3.543, -1.894], [-1.981, -2.764, 2.883], [-3.503, -0.557, 4.276], [-4.381, 6.265, -0.300], [0.576, 0.301, 3.941], [-5.798, 4.381, 1.775], [-5.571, 2.630, 1.705], [-5.157, -0.938, -1.515], [-1.850, -2.042, -2.824], [-5.005, -3.097, -0.119], [-4.277, 3.665, 2.319], [-6.490, 4.348, -1.380], [-5.371, 3.471, -2.433], [-3.516, -4.058, -0.186], [-5.162, -2.100, -2.864], [-4.689, -4.144, -1.523]],
  "forces_ev_per_angstrom": [[0.4596, -0.1400, 1.3438], [-0.3567, -0.0977, 0.2688], [-0.6283, 0.1486, -0.3378], [-0.1187, -0.0373, 0.2362], [2.4308, -0.8248, 0.2035], [-0.1092, 0.2093, 0.0455], [0.0241, -0.0014, -0.0093], [-0.0089, 0.2011, -0.1462], [-0.0712, -0.1411, -0.2319], [-0.0644, 0.0180, -0.0960], [0.1012, -0.0397, 0.1172], [0.1485, 0.0078, 0.0167], [0.0803, -0.1492, -0.1873], [-0.1343, -0.0299, 0.1467], [0.1634, -0.1101, 0.1672], [0.0266, 0.0463, 0.0684], [-0.0411, -0.0456, 0.0721], [0.0610, -0.0796, 0.0155], [0.0511, 0.2393, -0.0192], [0.1573, -0.0422, 0.1783], [-0.0381, 0.0428, -0.1107], [-1.1524, -1.0670, 0.1028], [0.1133, 0.7750, -0.7286], [0.0187, 0.0880, 0.0073], [-0.2741, -0.1513, -0.2849], [-0.3451, -0.0104, 0.0284], [-0.0464, -0.1906, 0.0101], [-0.1167, 0.2309, 0.2521], [0.1268, 0.0333, 0.0085], [0.0236, -0.0573, -0.0850], [-0.0616, 0.0759, -0.2766], [0.0021, 0.1410, 0.0247], [-0.1613, 0.1675, -0.2222], [0.0936, -0.0829, 0.0124], [0.1143, 0.0778, -0.1373], [0.1397, 0.0287, -0.0011], [0.0552, 0.1101, -0.0922], [-0.1730, 0.0429, -0.1444], [-0.1893, -0.0930, 0.0296], [-0.5792, 1.4611, -0.8650], [0.0064, 0.0631, 0.3541], [0.1968, -0.0030, 0.1227], [0.0160, -0.0580, -0.0537], [0.0561, 0.0588, -0.0425], [0.1100, -0.0036, -0.1960], [0.0836, -0.1129, -0.0707], [-0.0918, 0.0435, 0.1907], [-0.0957, -0.3205, -0.0095], [0.0543, 0.1262, 0.0757], [-0.2279, 0.3184, -0.0929], [-0.0860, -0.3933, 0.1888], [0.1417, -0.0472, 0.0685], [0.0663, -0.2397, 0.2711], [0.0317, -0.0134, 0.0040], [0.0038, -0.0185, 0.0050], [-0.0334, 0.0275, 0.0022], [0.0410, -0.0149, -0.0467], [0.0210, 0.0022, -0.0089], [0.0225, -0.0124, 0.0131], [-0.0140, -0.0080, 0.0001], [-0.0072, -0.0255, 0.0194], [-0.0018, -0.0238, -0.0478], [0.0118, -0.0200, -0.0100], [0.0008, -0.0215, 0.0016], [0.0118, -0.0232, -0.0399], [-0.0083, 0.0182, -0.0126], [0.0020, 0.0073, -0.0135], [-0.0448, -0.0402, 0.0263], [0.0206, 0.0128, 0.0250], [-0.0011, 0.0088, -0.0261], [0.0295, -0.0202, -0.0141], [-0.0205, -0.0132, -0.0058], [-0.0226, 0.0015, -0.1078], [-0.0014, -0.0151, 0.0103], [0.0142, -0.0080, -0.0067], [0.0175, 0.0143, 0.0568], [0.0159, 0.0032, 0.0102], [-0.0053, -0.0095, 0.0002], [-0.0059, 0.0527, -0.0723], [-0.0291, -0.0472, 0.0520]],
  "lowdin_charge": [1.32, 0.73, 0.16, 0.59, 0.33, 0.45, 0.12, 0.09, 0.08, 0.13, 0.13, 0.10, 0.13, 0.08, 0.10, 0.11, 0.12, 0.11, 0.13, 0.10, 0.13, -0.37, -0.88, -0.15, -0.22, -0.26, -0.19, -0.14, -0.14, -0.15, -0.22, -0.32, -0.33, -0.74, -0.13, -0.14, -0.06, -0.13, -0.32, -0.30, -0.24, -0.18, -0.10, -0.10, -0.20, -0.14, -0.04, -0.14, -0.14, -0.22, -0.07, -0.04, -0.23, 0.03, -0.03, 0.07, 0.00, 0.08, 0.00, -0.01, 0.00, -0.03, 0.02, 0.03, 0.08, 0.01, 0.00, 0.02, 0.00, 0.02, 0.02, 0.08, 0.06, 0.08, 0.02, 0.02, 0.03, 0.07, 0.07, 0.07],
  "e_lumo_ev": [2.074, 2.075],
  "homo_lumo_gap_ev": [5.583, 6.679],
  "max_force_ev_per_a": 2.57,
  "multiplicity": 6,
  "charge": -1,
  "e_tot_ha": -7324.696735
}